Record 1
ORCA calculation (ωB97M-V/def2-TZVPD) on a 2-piece molecular cluster, C2H4O2 overall.

Output
Spin multiplicity ... 1
LUMO level ... 0.9 eV
SMILES string ... C=O.C=O

Each line ends with the Löwdin charge.
CARTESIAN COORDINATES (ANGSTROEM)
O: -6.09238 1.30628 0.53781  0.0061
O: 7.00300 -1.21653 -1.07542  -0.0089
C: -6.04117 1.20744 1.72588  -0.1596
C: 6.00809 -1.19425 -1.74784  -0.1472
H: -6.35290 1.97170 2.46226  0.0778
H: 5.03647 -1.47913 -1.31410  0.0774
H: -5.61162 0.32037 2.22665  0.0757
H: 6.05052 -0.91589 -2.81524  0.0788

Force components x, y, z for each atom (eV/Å):
-0.21 0.24 -0.17
-0.08 0.06 -0.09
0.48 -0.34 0.76
0.39 -0.16 0.21
-0.25 0.31 -0.41
-0.15 0.06 -0.13
-0.01 -0.22 -0.18
-0.15 0.03 0.01


Record 2
ORCA calculation (ωB97M-V/def2-TZVPD) on one molecule with the formula C2H4O2 at a distorted geometry.

Output
Spin multiplicity ... 1
LUMO level ... 0.7 eV
SMILES string ... CC(=O)O

Each line ends with the Löwdin charge.
CARTESIAN COORDINATES (ANGSTROEM)
O: 0.28917 0.10259 1.71092  0.0975
O: -1.04858 1.05527 0.13641  0.0558
C: 0.45233 -0.60073 -0.61976  -0.0202
C: -0.10714 0.16777 0.58553  -0.5960
H: 0.90692 -1.60752 -0.27767  0.1028
H: -0.44035 -0.76118 -1.39976  0.1190
H: 1.25903 0.08970 -1.08289  0.1077
H: -1.31138 1.55409 0.94721  0.1333

Force components x, y, z for each atom (eV/Å):
-0.35 0.06 0.22
0.11 0.04 1.61
-0.52 -0.56 -0.94
0.50 -0.07 -1.74
-0.73 1.82 -0.67
2.24 0.29 1.66
-1.32 -1.31 0.62
0.07 -0.26 -0.77


Record 3
ORCA calculation (ωB97M-V/def2-TZVPD) on C2H4O2PS as an isolated structure at a distorted geometry.

Output
Spin multiplicity ... 1
LUMO level ... 3.5 eV
Net charge ... -1

Each line ends with the Löwdin charge.
CARTESIAN COORDINATES (ANGSTROEM)
S: -1.27445 0.72576 0.05108  0.6086
P: 0.70645 -0.69220 0.41073  0.5552
O: 1.48004 1.35906 -0.31356  -0.6092
O: 1.63712 -1.76303 0.52172  -0.3785
C: -0.67849 -0.26383 1.40315  -0.6464
C: -0.46356 -0.37286 -1.06710  -0.5751
H: -0.18419 0.20738 -1.93847  0.0262
H: -1.13694 -1.12628 -1.46099  0.0230
H: 0.34412 1.74430 -0.07616  -0.0226
H: -0.43011 0.18170 2.46960  0.0188

Force components x, y, z for each atom (eV/Å):
-2.57 1.31 0.53
-3.12 5.04 -2.06
-4.25 -0.72 2.00
2.62 -2.42 0.33
2.25 -0.21 1.96
0.32 -0.27 -0.14
0.90 0.04 0.13
-0.08 -0.65 0.57
4.75 -1.53 -1.04
-0.83 -0.59 -2.30


Record 4
ORCA calculation (ωB97M-V/def2-TZVPD) on C2H4O2PS as an isolated structure at a distorted geometry.

Output
Spin multiplicity ... 1
LUMO level ... 3.7 eV
Net charge ... -1

Each line ends with the Löwdin charge.
CARTESIAN COORDINATES (ANGSTROEM)
S: 2.03690 0.36231 -0.07654  0.4903
P: -0.58429 0.01361 -0.43096  0.2810
O: -1.97731 0.41243 -0.34201  -0.3887
O: -0.64266 -1.69023 -0.44155  -0.2404
C: 0.66481 0.90158 -1.21034  -0.6778
C: 0.36381 0.17506 1.14032  -0.4045
H: 0.81990 1.00641 -2.29027  -0.0456
H: 0.15576 1.19879 1.54120  0.0363
H: 0.40944 -0.53169 1.89387  -0.0168
H: -1.24637 -1.84827 0.21629  -0.0337

Force components x, y, z for each atom (eV/Å):
-2.27 0.01 1.28
2.76 -0.75 1.16
-2.56 0.82 -0.27
2.67 1.22 -3.01
-0.36 -0.80 -0.37
1.43 3.00 -2.65
0.15 -0.15 0.44
0.46 -0.80 -0.26
0.23 -1.67 1.26
-2.52 -0.90 2.41


Record 5
ORCA calculation (ωB97M-V/def2-TZVPD) on C2H4O2Rb as an isolated structure at a distorted geometry.

Output
Spin multiplicity ... 1
LUMO level ... 1.7 eV
Net charge ... -1

Each line ends with the Löwdin charge.
CARTESIAN COORDINATES (ANGSTROEM)
Rb: -0.83579 -2.58499 1.62925  0.8002
O: -1.56467 0.19669 0.77843  -0.5360
O: 1.54513 -1.06105 0.02010  -0.5180
C: -0.42062 0.78670 0.20165  -0.4832
C: 0.67227 -0.10145 -0.57960  -0.4723
H: 1.29413 0.48699 -1.25423  0.0553
H: -0.76722 1.54266 -0.50298  0.0515
H: 0.01668 1.43686 0.95939  0.0557
H: 0.06005 -0.70237 -1.25204  0.0467

Force components x, y, z for each atom (eV/Å):
0.50 1.49 -0.81
0.94 -1.18 -0.19
-1.26 0.68 0.89
-0.38 -0.58 0.47
0.04 -1.71 0.89
0.04 1.07 -0.06
-0.03 0.21 -1.07
1.01 0.02 0.54
-0.86 -0.01 -0.66


Record 6
ORCA calculation (ωB97M-V/def2-TZVPD) on one molecule with the formula C2H4O2S at a distorted geometry.

Output
Spin multiplicity ... 1
LUMO level ... 0.6 eV
SMILES string ... O[C@@]1(S)CO1

Each line ends with the Löwdin charge.
CARTESIAN COORDINATES (ANGSTROEM)
S: -1.02503 -0.59455 -1.68056  0.6864
O: 0.69575 0.90202 0.12056  0.0178
O: 0.68610 -1.46839 0.32514  0.0074
C: -0.41270 0.78636 0.89535  -0.1596
C: 0.06808 -0.30420 -0.00947  -0.7499
H: -0.51090 0.62352 1.94684  0.1058
H: -1.39650 1.32236 0.42002  0.1451
H: -2.11411 -0.45262 -0.89343  -0.1631
H: 0.07669 -2.21890 0.14408  0.1099

Force components x, y, z for each atom (eV/Å):
0.91 0.51 2.18
3.06 -0.08 -0.71
0.23 -0.20 0.27
-5.68 -0.53 -1.94
-2.54 0.12 -1.51
1.02 0.27 0.72
2.44 -0.90 1.41
0.06 -0.10 -0.50
0.50 0.91 0.08


Record 7
ORCA calculation (ωB97M-V/def2-TZVPD) on C2H4O2S2 as an isolated structure at a distorted geometry.

Output
Spin multiplicity ... 1
LUMO level ... -0.8 eV

Each line ends with the Löwdin charge.
CARTESIAN COORDINATES (ANGSTROEM)
S: -0.91489 0.88800 -1.75562  0.7626
S: -0.40356 -1.10942 -1.28931  0.6147
O: -2.32884 0.90160 -1.80889  -0.5157
O: -0.05615 1.46332 0.12663  -0.3725
C: 0.23141 0.41208 0.98872  -0.3361
C: 0.72498 -0.91488 0.11278  -0.4743
H: -0.70531 0.26026 1.52872  0.1041
H: 1.63925 -0.70778 -0.31982  0.0139
H: 1.01978 0.67155 1.63900  0.0933
H: 0.79334 -1.86474 0.77779  0.1100

Force components x, y, z for each atom (eV/Å):
3.27 -0.10 2.99
-0.35 -0.09 0.16
-1.88 0.22 -0.05
-0.35 -0.24 -2.60
-1.55 -1.60 -2.58
-2.25 0.40 2.72
0.27 -0.93 0.41
2.14 0.45 -0.44
1.10 0.38 0.75
-0.38 1.51 -1.36


Record 8
ORCA calculation (ωB97M-V/def2-TZVPD) on one molecule with the formula C2H4O2S2 at a distorted geometry.

Output
Spin multiplicity ... 1
LUMO level ... -0.1 eV
SMILES string ... O[C@]1(CS)OS1

Each line ends with the Löwdin charge.
CARTESIAN COORDINATES (ANGSTROEM)
S: -1.53688 -1.37403 -0.33390  0.7827
S: 2.23293 -0.68284 -0.16768  0.9415
O: 1.76307 0.60153 0.84840  -0.3240
O: 0.19865 1.05589 -1.11816  -0.1321
C: -0.60403 -0.33904 0.80938  -0.4952
C: 0.69243 0.13431 0.24298  -0.7518
H: -1.20906 0.60045 0.87404  0.1056
H: 0.77359 1.22746 -1.80662  -0.0035
H: -1.77849 -0.45563 -1.12828  -0.2025
H: -0.53222 -0.76811 1.77984  0.0793

Force components x, y, z for each atom (eV/Å):
0.71 -3.02 2.31
-0.28 -1.11 -0.35
-0.26 1.48 1.43
-2.41 -1.92 5.67
-0.72 1.99 -1.04
0.02 1.20 -5.00
0.52 -0.65 0.33
2.75 -0.04 -1.71
-0.62 2.56 -2.25
0.30 -0.49 0.63


Record 9
ORCA calculation (ωB97M-V/def2-TZVPD) on one molecule with the formula C2H4O3.

Output
Spin multiplicity ... 1
LUMO level ... -0.7 eV

Each line ends with the Löwdin charge.
CARTESIAN COORDINATES (ANGSTROEM)
O: 0.88406 1.16847 -0.00558  0.1586
O: 0.95657 -1.09305 0.26486  0.2131
O: -1.78788 -1.27168 -0.11414  -0.1855
C: 0.28006 -0.00510 0.04136  -0.2852
C: -1.23606 -0.12050 -0.16610  -0.4836
H: 1.84458 1.14659 0.13677  0.1426
H: -1.55176 0.67028 0.58763  0.1451
H: 1.91152 -0.96743 0.38945  0.1497
H: -1.30109 0.47241 -1.13425  0.1451

Force components x, y, z for each atom (eV/Å):
-0.17 -0.48 0.03
-0.14 0.43 -0.07
0.18 -0.16 0.04
0.20 -0.16 0.05
0.15 0.43 -0.03
-0.15 -0.07 -0.01
0.02 -0.02 -0.05
-0.09 0.03 -0.02
0.01 -0.01 0.06


Record 10
ORCA calculation (ωB97M-V/def2-TZVPD) on a 2-piece molecular cluster, C2H4O3 overall at a distorted geometry.

Output
Spin multiplicity ... 1
LUMO level ... 0.5 eV

Each line ends with the Löwdin charge.
CARTESIAN COORDINATES (ANGSTROEM)
O: 0.39715 1.32112 -0.70337  0.1209
O: 1.66625 -0.82216 0.22252  -0.1584
O: -0.67777 0.34146 1.22743  0.1085
C: -1.11042 -0.48876 0.09393  0.0191
C: 0.03354 0.32181 0.09910  -0.4517
H: -1.04447 -1.57410 0.31346  0.1470
H: 1.09675 1.84691 -0.22712  0.1663
H: 1.58774 -0.80560 -0.72416  -0.0292
H: -1.94878 -0.14068 -0.30178  0.0775

Force components x, y, z for each atom (eV/Å):
0.70 0.59 1.27
-3.48 2.56 0.57
0.80 0.66 0.09
1.98 -3.13 1.89
3.74 -1.89 0.05
0.14 0.88 -0.41
-0.83 -0.61 -0.65
0.56 -0.41 -0.94
-3.61 1.35 -1.88


Record 11
ORCA calculation (ωB97M-V/def2-TZVPD) on an isolated ion of composition C2H4O3P and charge -1 at a distorted geometry.

Output
Spin multiplicity ... 1
LUMO level ... 4.1 eV
Net charge ... -1

Each line ends with the Löwdin charge.
CARTESIAN COORDINATES (ANGSTROEM)
P: 0.71750 -0.15995 -1.97813  0.3943
O: 2.13164 0.06520 -2.31508  -0.3344
O: 0.10054 0.57682 -0.78247  -0.3866
O: -0.14889 -0.87081 -2.95839  -0.3454
C: -0.10166 0.14633 1.62446  -0.2592
C: -0.55004 -0.50121 0.29577  -0.2732
H: -0.38349 -0.63080 2.43089  0.0612
H: 0.90469 0.49146 1.71608  0.0268
H: -0.95691 0.93832 1.79391  0.0602
H: -1.71338 -0.05535 0.17296  0.0565

Force components x, y, z for each atom (eV/Å):
-1.18 -0.55 -1.11
0.18 0.16 0.74
0.55 0.15 -0.42
0.29 0.48 1.12
-4.40 -0.41 0.83
-1.81 1.05 -0.70
0.85 0.97 -1.01
0.53 0.20 -0.01
2.33 -0.47 0.34
2.65 -1.57 0.21


Record 12
ORCA calculation (ωB97M-V/def2-TZVPD) on C2H4O3P as an isolated structure at a distorted geometry.

Output
Spin multiplicity ... 1
LUMO level ... 3.9 eV
Net charge ... -1

Each line ends with the Löwdin charge.
CARTESIAN COORDINATES (ANGSTROEM)
P: 2.13771 -1.70698 1.42723  0.1347
O: 2.67861 -2.25343 0.15148  -0.3714
O: 2.66753 -0.40988 1.91922  -0.3678
O: 1.26335 -2.52903 2.29926  -0.3635
C: 0.58856 -0.16684 -0.01796  -0.1035
C: -0.61324 0.42862 -0.18250  -0.0732
H: 0.73562 -1.10475 0.50263  -0.0348
H: -0.96910 1.38672 -0.74209  0.0661
H: 1.69420 0.15588 -0.28667  0.1035
H: -1.49450 -0.12654 0.00726  0.0100

Force components x, y, z for each atom (eV/Å):
2.41 -1.02 1.23
-0.31 0.01 0.15
-0.18 0.05 0.00
-0.28 0.08 -0.25
1.47 2.35 -1.08
0.68 0.68 -1.52
-2.02 -0.06 -0.63
1.70 -1.48 0.97
-2.80 0.09 0.27
-0.67 -0.71 0.86


Energy relative to the best compared isomer or geometry (same formula, charge and spin)
In order: 56.6 9.1 114.5 55.4 18.7 63.9 60.3 78.2 82.2 94.4 72.8 25.7
Unit: kcal/mol